Arrangement P

The following is a quantum chemistry calculation of a molecular structure, C6H8N2, from the Open Molecules 2025 dataset.

Each line ends with the Mulliken charge.
CARTESIAN COORDINATES (ANGSTROEM)
C (2.0493, -1.0011, 0.1674)  -0.599
C (0.7509, -0.6815, 0.3203)  -0.102
C (-1.3352, -0.1703, -0.9191)  -0.525
C (-0.5445, -0.4377, 0.1882)  0.483
C (-2.6420, 0.1565, -0.2501)  -0.544
C (-1.6530, 0.0774, 1.0580)  -0.637
N (2.9023, 0.0503, -0.1009)  0.341
N (2.4206, 1.2540, -0.0933)  -0.716
H (2.5568, -2.0093, 0.2112)  0.325
H (-1.1839, -0.2155, -1.9351)  0.511
H (-2.9828, 1.1555, -0.4420)  0.232
H (-3.4668, -0.5235, -0.5172)  0.271
H (-2.0567, -0.4886, 1.9132)  0.305
H (-1.5698, 1.0784, 1.4134)  0.222
H (3.7625, -0.2283, -0.4649)  0.241
H (2.9922, 1.9837, -0.5491)  0.192

- Spin multiplicity: 1
- Frontier orbital gap (alpha / beta): 5.4 / 5.2 eV
- E_HOMO (alpha / beta): -6.191 / -6.042 eV

***

Arrangement Q

The following is a quantum chemistry calculation of a molecular structure, C6H8N2, from the Open Molecules 2025 dataset.

Each line ends with the Mulliken charge.
CARTESIAN COORDINATES (ANGSTROEM)
C (-0.6369, 2.1046, 0.0881)  -1.172
N (-0.6873, -0.6272, 0.1150)  -0.184
C (0.5291, -0.2485, 0.5298)  0.143
C (0.1324, 0.9542, -0.4909)  0.890
C (-0.9563, -1.7222, -0.8820)  -0.363
C (-1.2904, -2.3927, 0.1525)  -0.256
C (1.6139, -0.6007, 1.1869)  -0.881
N (0.7631, 1.0865, -1.5911)  -0.727
H (1.2645, 0.2480, -1.8851)  0.278
H (-0.8782, -1.6299, -1.9463)  0.375
H (-1.4464, -2.8915, 1.0828)  0.389
H (-0.8979, 1.9144, 1.1262)  0.336
H (-0.0482, 3.0161, 0.0065)  0.345
H (-1.5527, 2.2462, -0.4869)  0.280
H (1.6125, -1.4980, 1.7900)  0.269
H (2.4789, 0.0407, 1.2045)  0.278

- Spin multiplicity: 1
- Frontier orbital gap (alpha / beta): 8.5 / 8.5 eV
- E_HOMO (alpha / beta): -8.083 / -8.083 eV

***

It turns out arrangement Q is the most stable, with the second structure 0.0260 hartree higher.

***

Arrangement P

The following is a quantum chemistry calculation of C6H8N2 in the gas phase, from the Open Molecules 2025 dataset.

Each line ends with the Mulliken charge.
CARTESIAN COORDINATES (ANGSTROEM)
H (-2.3834, -0.7172, -2.5367)  0.250
N (-2.0283, -0.5291, -1.4629)  -0.585
C (-0.9861, -1.1075, -1.1673)  0.004
N (-0.6174, -1.0998, 0.0410)  -0.105
C (-0.4059, -0.0651, 0.9640)  -0.051
C (-0.0973, 1.4512, 0.5955)  -0.453
C (1.2983, 1.3801, -0.0137)  -0.433
C (1.6004, 0.0122, 0.1217)  -0.206
C (0.7566, -0.9849, 0.7553)  -0.625
H (-0.7106, -1.9749, -1.8099)  0.306
H (-1.1109, -0.1263, 1.9267)  0.330
H (-0.1278, 1.7562, 1.6257)  0.282
H (-1.1514, 1.6343, 0.2474)  0.341
H (2.1506, 2.3299, -0.3066)  0.246
H (2.6465, -0.1768, -0.2964)  0.270
H (1.1667, -1.7822, 1.3163)  0.429

- Spin multiplicity: 1
- SMILES: [H]/N=C/N1[C@@H]2CC=C[C@@H]21
- Frontier orbital gap: 9.6 eV
- E_HOMO: -8.646 eV

***

Arrangement Q

The following is a quantum chemistry calculation of C6H8N2 in the gas phase, from the Open Molecules 2025 dataset.

Each line ends with the Mulliken charge.
CARTESIAN COORDINATES (ANGSTROEM)
H (-2.6229, 0.4530, -0.7237)  0.233
N (-1.7067, 0.0081, -1.1345)  -0.790
C (-0.8383, 0.1086, -0.1045)  0.497
C (-1.1417, 0.8479, 1.2265)  -0.589
C (0.1123, 1.0542, 1.8437)  -0.581
C (1.1631, 0.6224, 1.0637)  -0.421
N (0.4944, -0.1137, -0.0570)  0.093
C (1.3558, -0.7221, -1.1313)  -0.129
C (0.6652, -1.7013, -2.0052)  -0.706
H (-1.1827, 1.8681, 0.7253)  0.303
H (-1.6354, 0.3686, 1.9003)  0.520
H (0.1061, 1.3781, 2.8673)  0.408
H (2.1832, 0.5544, 1.2578)  0.368
H (2.4176, -0.8222, -0.8730)  0.260
H (1.0592, -2.1137, -2.9764)  0.269
H (-0.4294, -1.7906, -1.8791)  0.264

- Spin multiplicity: 1
- SMILES: [H]/N=C1\CC=CN1C=C
- Frontier orbital gap: 8.5 eV
- E_HOMO: -7.733 eV

***

Arrangement R

The following is a quantum chemistry calculation of C6H8N2 in the gas phase, from the Open Molecules 2025 dataset.

Each line ends with the Mulliken charge.
CARTESIAN COORDINATES (ANGSTROEM)
C (0.0689, -2.2248, -1.0278)  -0.622
C (0.4011, -1.6620, 0.1058)  -0.542
C (0.1182, -0.1503, 0.1069)  1.286
C (-0.1766, 0.2859, 1.4937)  -0.128
N (-0.2441, 0.4610, 2.6241)  -0.475
C (1.0290, 0.9323, -0.6337)  -0.720
C (-0.2525, 1.7015, -1.1397)  -0.458
N (-0.9593, 0.4920, -0.7320)  -0.473
H (-0.2362, -1.5188, -2.0201)  0.169
H (0.0070, -3.2814, -1.1048)  0.350
H (0.7293, -2.3826, 1.0993)  0.235
H (1.5355, 0.5312, -1.4952)  0.346
H (1.7298, 1.6356, 0.0144)  0.239
H (-0.5155, 2.5743, -0.4934)  0.323
H (-0.0910, 1.8850, -2.2902)  0.240
H (-1.8641, 0.5895, -0.3861)  0.230

- Spin multiplicity: 1
- SMILES: C=C[C@@]1(C#N)CCN1
- Frontier orbital gap: 10.4 eV
- E_HOMO: -9.427 eV

***

Arrangement S

The following is a quantum chemistry calculation of a molecular structure, C6H8N2, from the Open Molecules 2025 dataset.

Each line ends with the Mulliken charge.
CARTESIAN COORDINATES (ANGSTROEM)
C (-2.4704, 0.0301, -0.1311)  -0.761
C (-0.4770, -0.8435, -0.0115)  -0.130
C (1.8131, -1.1506, 0.4099)  -0.547
C (1.7490, -0.1328, -0.6787)  0.202
C (1.1097, 1.3215, -0.4045)  -0.412
C (0.9790, 2.5049, 0.0507)  -0.150
H (-2.9125, 1.2778, -0.4706)  0.185
H (-2.5911, -0.0850, 1.2426)  0.242
H (-2.9060, -0.7319, -0.8056)  0.308
H (-0.5781, -1.7596, 0.5595)  0.351
H (1.1889, -0.4959, 1.4011)  0.273
H (2.4911, -2.0063, 0.5752)  0.284
H (2.4262, -0.2382, -1.4788)  0.360
H (0.6793, 3.3584, 0.7736)  0.302
N (-1.2104, 0.1262, -0.4603)  -0.245
N (0.7091, -1.1751, -0.5714)  -0.262

- Spin multiplicity: 1
- Frontier orbital gap: 9.7 eV
- E_HOMO: -8.985 eV

***

It turns out arrangement R is the most stable, with the second structure 0.0235 hartree higher.

***

Arrangement P

The following is a quantum chemistry calculation of a gas-phase ion, C9H17N4 (charge +1), from the Open Molecules 2025 dataset.

Each line ends with the Mulliken charge.
CARTESIAN COORDINATES (ANGSTROEM)
C (-2.9275, -1.7208, 0.1063)  -0.102
C (-2.5782, -1.1594, 1.3264)  -0.345
C (-0.3920, -0.0947, 0.8546)  0.469
C (0.9361, 1.6115, 2.1726)  -1.544
C (1.6497, -0.9576, 1.9677)  -1.290
C (0.4157, 1.7582, -1.7259)  -1.635
C (0.6925, -0.1727, -3.2772)  -1.144
C (0.9122, 0.3011, 1.2370)  0.677
C (0.5168, 0.2565, -1.8413)  0.413
N (-2.4462, -1.6680, -1.1527)  -1.152
N (-1.4001, -1.1383, -1.5824)  -0.099
N (-0.4771, -0.4627, -1.1362)  1.034
N (-1.3450, -0.5459, 1.5888)  -0.073
H (-3.8070, -2.4780, 0.3401)  0.266
H (-3.3010, -1.2265, 2.1499)  0.368
H (0.9647, 1.4904, 3.2439)  0.409
H (0.2340, 2.4097, 1.8551)  0.346
H (1.9241, 1.9658, 1.9940)  0.470
H (0.9190, -1.5259, 2.6129)  0.288
H (2.4551, -0.6341, 2.5297)  0.481
H (2.0695, -1.7115, 1.2435)  0.343
H (-0.3848, 2.0243, -2.4843)  0.489
H (-0.0464, 2.0883, -0.8228)  0.453
H (1.3101, 2.2327, -1.9738)  0.384
H (1.4255, -0.9551, -3.4606)  0.327
H (1.0835, 0.7886, -3.6996)  0.381
H (-0.2600, -0.4530, -3.7148)  0.341
H (1.4920, 0.6324, 0.4005)  0.013
H (1.4681, -0.0793, -1.2757)  0.143
H (-1.1034, -0.5761, 2.5241)  0.288

- Spin multiplicity: 1
- Frontier orbital gap: 7.3 eV
- E_HOMO: -12.410 eV
- Total charge: +1

***

Arrangement Q

The following is a quantum chemistry calculation of a gas-phase ion, C9H17N4 (charge +1), from the Open Molecules 2025 dataset.

Each line ends with the Mulliken charge.
CARTESIAN COORDINATES (ANGSTROEM)
C (3.7590, 0.6365, 0.8586)  -1.341
C (2.6690, -0.1006, 0.0806)  -0.293
C (1.2895, 0.7079, 0.0108)  -1.130
C (0.1215, -0.3120, -0.2502)  -0.320
N (-1.1554, 0.0621, 0.2337)  -0.110
N (-1.3860, 1.5209, 0.0986)  -0.062
C (-2.7528, 1.7180, 0.4899)  -0.612
C (-3.4843, 0.4313, 0.2353)  -0.236
C (-4.8032, 0.0929, 0.3715)  0.018
N (-5.8131, -0.3935, 0.5853)  -0.371
C (-2.4715, -0.5038, -0.3466)  1.353
C (-2.5003, -2.0064, 0.0562)  -1.583
N (-2.4286, -0.3379, -1.8086)  -0.493
H (3.6142, 0.6003, 1.8867)  0.395
H (4.7726, 0.1839, 0.6977)  0.356
H (3.7850, 1.7471, 0.5582)  0.304
H (2.9167, -0.2017, -0.9068)  0.360
H (2.2439, -1.0665, 0.5407)  0.295
H (1.3427, 1.3075, 0.9347)  0.490
H (1.3711, 1.3880, -0.7697)  0.515
H (0.5371, -1.3031, 0.0709)  0.251
H (0.0806, -0.4421, -1.4007)  0.256
H (-1.2609, 1.7545, -1.0568)  0.487
H (-0.7680, 2.1052, 0.6339)  0.293
H (-3.1313, 2.5561, 0.9674)  0.562
H (-1.5798, -2.4277, -0.2770)  0.450
H (-3.2745, -2.5614, -0.5521)  0.361
H (-2.7264, -2.0499, 1.0596)  0.420
H (-3.2223, -0.0668, -2.3336)  0.200
H (-1.8773, -0.9709, -2.3241)  0.186

- Spin multiplicity: 1
- SMILES: CCCCN1[NH2+]C=C(C#N)[C@@]1(C)N
- Frontier orbital gap: 9.0 eV
- E_HOMO: -13.968 eV
- Total charge: +1

***

It turns out arrangement Q is the most stable, with the second structure 0.0844 hartree higher.

***

Arrangement P

The following is a quantum chemistry calculation of 2 unconnected molecules or ions with the total composition C2HNS2, from the Open Molecules 2025 dataset.

Each line ends with the Mulliken charge.
CARTESIAN COORDINATES (ANGSTROEM)
C (0.3113, -1.0569, 0.3438)  0.512
C (-0.3498, 0.1525, 0.3362)  -0.034
N (0.6929, -2.0908, 0.0409)  -0.327
S (-1.2218, 1.0183, -0.9171)  -0.062
S (-1.3294, 1.2405, 1.1937)  -0.120
H (1.8967, 0.7365, -0.9975)  0.031

- Spin multiplicity: 1
- Frontier orbital gap (alpha / beta): 7.5 / 7.9 eV
- E_HOMO (alpha / beta): -8.686 / -9.387 eV

***

Arrangement Q

The following is a quantum chemistry calculation of C2HNS2 in the gas phase, from the Open Molecules 2025 dataset.

Each line ends with the Mulliken charge.
CARTESIAN COORDINATES (ANGSTROEM)
N (-1.7177, -0.8576, -1.5891)  -0.314
C (-0.8441, -0.4160, -0.9640)  0.204
C (0.0252, 0.1648, -0.0432)  0.345
S (0.5569, 1.6086, -0.0876)  -0.238
S (0.4344, -1.1187, 1.0424)  -0.150
H (1.0756, -0.3295, 1.8906)  0.153

- Spin multiplicity: 1
- SMILES: N#CC(=S)S
- Frontier orbital gap: 8.3 eV
- E_HOMO: -9.783 eV

***

It turns out arrangement Q is the most stable, with the second structure 0.1562 hartree higher.

***

Arrangement P

The following is a quantum chemistry calculation of 2 unconnected molecules or ions with the total composition CH2N2OS, from the Open Molecules 2025 dataset.

Each line ends with the Mulliken charge.
CARTESIAN COORDINATES (ANGSTROEM)
N (-1.4624, -2.7354, 0.5509)  -0.295
N (-2.1457, -1.9177, 0.1970)  0.822
O (-2.7392, -1.0300, -0.1693)  -0.524
C (1.5839, 1.5060, -0.2384)  -0.283
S (1.2535, 0.0098, 0.2035)  -0.182
H (0.9472, 2.3531, 0.1945)  0.226
H (2.5626, 1.8140, -0.7382)  0.236

- Spin multiplicity: 1
- SMILES: N#[N+][O-].C=S
- Frontier orbital gap: 8.5 eV
- E_HOMO: -8.998 eV

***

Arrangement Q

The following is a quantum chemistry calculation of 2 unconnected molecules or ions with the total composition CH2N2OS, from the Open Molecules 2025 dataset.

Each line ends with the Mulliken charge.
CARTESIAN COORDINATES (ANGSTROEM)
N (-0.7376, 1.4584, -0.7983)  -0.462
C (-0.3863, 0.6762, 0.0443)  0.564
O (-0.2435, -0.2181, 0.7618)  -0.367
H (-0.2721, 1.6233, -1.5942)  0.268
N (-0.1563, -1.9114, -3.5937)  -0.327
S (0.5845, -1.8414, -2.2351)  0.049
H (-1.0699, -1.3667, -3.4832)  0.275

- Spin multiplicity: 1
- SMILES: N=C=O.N=S
- Frontier orbital gap (alpha / beta): 7.4 / 7.4 eV
- E_HOMO (alpha / beta): -8.868 / -8.862 eV

***

It turns out arrangement Q is the most stable, with the second structure 0.0360 hartree higher.

***

Arrangement P

The following is a quantum chemistry calculation of a molecular structure, C5H5FO, from the Open Molecules 2025 dataset.

Each line ends with the Mulliken charge.
CARTESIAN COORDINATES (ANGSTROEM)
C (0.9389, -0.4249, 0.0087)  0.052
C (-0.2320, -0.3051, 1.0097)  -0.099
C (-0.2867, -0.4543, -0.9373)  -0.043
C (-0.9130, 0.9587, -0.7102)  -0.723
C (-0.8719, 1.0300, 0.6073)  -0.473
H (1.5072, -1.4226, -0.0600)  0.299
H (-0.1356, -0.6777, 2.0208)  0.484
H (-0.3000, -0.9019, -1.9338)  0.476
H (-1.2699, 1.6136, -1.4383)  0.466
H (-1.1291, 1.8834, 1.3536)  0.297
O (-0.9301, -1.2352, 0.0816)  -0.434
F (1.8841, 0.5068, -0.0516)  -0.300

- Spin multiplicity: 1
- Frontier orbital gap: 10.9 eV
- E_HOMO: -9.784 eV

***

Arrangement Q

The following is a quantum chemistry calculation of C5H5FO in the gas phase, from the Open Molecules 2025 dataset.

Each line ends with the Mulliken charge.
CARTESIAN COORDINATES (ANGSTROEM)
C (-0.0296, -0.7786, 1.7304)  -0.752
C (-0.5721, 0.1253, 0.8796)  -0.226
C (-0.0738, 0.2354, -0.5236)  0.716
C (0.1050, 1.5775, -1.0201)  -0.118
O (0.8585, 1.8306, -1.9802)  -0.494
C (0.2746, -0.9048, -1.1303)  -0.186
F (0.6247, -1.0176, -2.4899)  -0.222
H (0.6486, -1.5613, 1.4024)  0.253
H (-0.4790, -0.8376, 2.7787)  0.225
H (-1.2749, 0.9090, 1.3927)  0.227
H (-0.4424, 2.2985, -0.4291)  0.318
H (0.3603, -1.8763, -0.6106)  0.259

- Spin multiplicity: 1
- SMILES: C=C/C(C=O)=C/F
- Frontier orbital gap: 9.1 eV
- E_HOMO: -9.570 eV

***

It turns out arrangement Q is the most stable, with the second structure 0.0162 hartree higher.